DFT (ωB97M-V/def2-TZVPD) results for a cluster of 7 separate species, C52H108NO14Si in total.

Last column: Löwdin charge in e.
CARTESIAN COORDINATES (ANGSTROEM)
1 C -5.38 4.26 1.39  -0.06
2 C -4.94 5.07 0.18  -0.25
3 O -4.15 4.25 -0.69  -0.16
4 C -2.85 4.75 -0.94  -0.18
5 C -2.21 3.89 -2.03  -0.12
6 O -1.21 3.03 -1.49  -0.05
7 C -1.44 1.65 -1.59  -0.50
8 C -1.47 1.14 -3.02  -0.04
9 C -0.17 1.45 -3.76  -0.14
10 O -0.50 1.77 -5.12  -0.06
11 C 0.05 2.94 -5.56  -0.32
12 O -0.55 3.97 -5.59  0.11
13 C -2.71 1.29 -0.78  0.00
14 N -2.48 0.02 -0.03  0.17
15 C -1.25 -0.02 0.92  -0.31
16 C -0.69 -1.44 0.79  -0.07
17 C 0.03 -2.01 2.01  -0.16
18 C 0.38 -3.49 1.77  -0.40
19 C 1.28 -3.95 2.93  -0.07
20 C -0.90 -4.36 1.73  -0.05
21 O -1.73 0.15 2.23  0.08
22 C -2.47 1.29 2.52  -0.36
23 O -3.56 1.40 2.05  0.17
24 C -1.84 2.27 3.44  -0.14
25 C -1.50 3.54 2.98  -0.03
26 C -0.93 4.46 3.85  -0.05
27 C -0.70 4.11 5.18  -0.05
28 C -1.07 2.85 5.64  -0.06
29 C -1.63 1.92 4.77  -0.01
30 C -0.31 1.10 0.44  -0.20
31 C 1.15 1.03 0.86  -0.06
32 C 1.48 1.58 2.24  -0.23
33 O 1.03 0.71 3.26  -0.23
34 Si 2.01 0.51 4.61  0.42
35 C 3.53 -0.49 4.16  -0.15
36 C 1.00 -0.44 5.87  -0.14
37 C 2.53 2.16 5.31  -0.14
38 O -0.32 1.03 -0.99  0.00
39 H -5.96 4.89 2.07  0.08
40 H -4.53 3.85 1.93  0.05
41 H -6.02 3.43 1.08  0.08
42 H -4.38 5.95 0.50  0.12
43 H -5.81 5.41 -0.38  0.12
44 H -2.25 4.66 -0.03  0.11
45 H -2.87 5.80 -1.23  0.13
46 H -3.02 3.33 -2.52  0.13
47 H -1.76 4.52 -2.80  0.14
48 H -1.67 0.06 -3.03  0.14
49 H -2.28 1.63 -3.57  0.13
50 H 0.33 2.30 -3.28  0.13
51 H 0.52 0.60 -3.73  0.13
52 H 1.09 2.86 -5.92  0.15
53 H -3.00 2.09 -0.11  0.12
54 H -3.56 1.13 -1.46  0.16
55 H -3.31 -0.20 0.52  0.18
56 H -2.36 -0.73 -0.71  0.17
57 H -1.53 -2.10 0.58  0.12
58 H -0.02 -1.43 -0.08  0.14
59 H 0.96 -1.47 2.20  0.10
60 H -0.60 -1.96 2.89  0.13
61 H 0.93 -3.59 0.84  0.11
62 H 1.38 -5.03 2.96  0.08
63 H 0.82 -3.64 3.88  0.08
64 H 2.26 -3.47 2.89  0.07
65 H -0.85 -5.18 2.44  0.08
66 H -1.77 -3.76 2.02  0.07
67 H -1.10 -4.74 0.72  0.07
68 H -1.68 3.82 1.95  0.10
69 H -0.66 5.45 3.51  0.10
70 H -0.26 4.82 5.86  0.12
71 H -0.91 2.58 6.68  0.12
72 H -1.90 0.94 5.14  0.12
73 H -0.68 2.09 0.74  0.15
74 H 1.65 1.69 0.15  0.14
75 H 1.58 0.04 0.72  0.13
76 H 2.57 1.71 2.28  0.12
77 H 1.02 2.57 2.36  0.12
78 H 3.87 -1.05 5.03  0.04
79 H 3.32 -1.22 3.37  0.02
80 H 4.37 0.12 3.82  0.03
81 H 1.40 -1.45 6.02  0.03
82 H 0.94 0.09 6.82  0.03
83 H -0.02 -0.55 5.49  0.02
84 H 2.49 2.97 4.58  0.03
85 H 1.88 2.46 6.14  0.02
86 H 3.57 2.12 5.66  0.04
87 C 0.54 -8.24 -2.88  -0.07
88 C -0.34 -7.69 -1.78  -0.27
89 O -0.40 -6.27 -1.75  -0.18
90 C -0.92 -5.65 -2.91  -0.29
91 C -2.35 -6.04 -3.24  -0.08
92 H 1.54 -7.82 -2.78  0.07
93 H 0.60 -9.33 -2.81  0.08
94 H 0.16 -8.00 -3.88  0.07
95 H 0.08 -7.97 -0.81  0.12
96 H -1.35 -8.12 -1.82  0.11
97 H -0.27 -5.84 -3.77  0.11
98 H -0.87 -4.58 -2.70  0.11
99 H -2.44 -7.10 -3.47  0.07
100 H -2.70 -5.49 -4.11  0.08
101 H -3.01 -5.82 -2.40  0.08
102 C 3.31 -4.26 -1.16  -0.07
103 C 3.35 -5.62 -0.49  -0.28
104 O 3.69 -6.68 -1.36  -0.18
105 C 4.97 -6.61 -1.97  -0.27
106 C 6.13 -6.60 -0.99  -0.07
107 H 2.62 -4.26 -2.00  0.08
108 H 2.99 -3.50 -0.44  0.06
109 H 4.29 -3.96 -1.53  0.07
110 H 2.35 -5.87 -0.13  0.11
111 H 4.01 -5.61 0.38  0.11
112 H 5.03 -5.76 -2.65  0.11
113 H 5.03 -7.51 -2.59  0.11
114 H 6.12 -5.72 -0.35  0.07
115 H 7.07 -6.61 -1.52  0.08
116 H 6.08 -7.48 -0.34  0.08
117 C 4.69 6.91 1.63  -0.07
118 C 3.41 6.40 2.26  -0.28
119 O 2.25 7.11 1.86  -0.16
120 C 1.95 7.10 0.47  -0.28
121 C 1.71 5.71 -0.09  -0.08
122 H 4.84 7.96 1.85  0.08
123 H 5.54 6.35 2.02  0.08
124 H 4.70 6.79 0.54  0.07
125 H 3.45 6.52 3.34  0.12
126 H 3.29 5.32 2.07  0.10
127 H 2.73 7.62 -0.10  0.11
128 H 1.04 7.69 0.38  0.12
129 H 2.60 5.08 -0.03  0.07
130 H 1.43 5.77 -1.14  0.08
131 H 0.91 5.21 0.46  0.07
132 C 3.74 -10.68 -1.29  -0.07
133 C 5.25 -10.79 -1.47  -0.29
134 O 5.75 -12.11 -1.45  -0.16
135 C 5.25 -12.99 -2.44  -0.28
136 C 5.53 -12.53 -3.87  -0.08
137 H 3.44 -11.15 -0.35  0.08
138 H 3.45 -9.63 -1.27  0.06
139 H 3.20 -11.17 -2.10  0.07
140 H 5.74 -10.28 -0.64  0.11
141 H 5.56 -10.28 -2.39  0.10
142 H 4.18 -13.16 -2.30  0.11
143 H 5.75 -13.94 -2.26  0.12
144 H 5.04 -11.59 -4.10  0.06
145 H 5.17 -13.28 -4.57  0.08
146 H 6.60 -12.40 -4.02  0.08
147 C -2.38 9.38 4.61  -0.07
148 C -2.41 7.87 4.46  -0.29
149 O -1.98 7.16 5.61  -0.18
150 C -2.73 7.38 6.79  -0.27
151 C -4.20 7.00 6.67  -0.08
152 H -1.37 9.72 4.88  0.09
153 H -2.66 9.86 3.67  0.08
154 H -3.06 9.73 5.38  0.07
155 H -1.71 7.57 3.67  0.10
156 H -3.41 7.54 4.15  0.11
157 H -2.63 8.42 7.13  0.11
158 H -2.25 6.76 7.55  0.12
159 H -4.72 7.61 5.94  0.07
160 H -4.70 7.14 7.63  0.08
161 H -4.30 5.95 6.38  0.08
162 C -3.42 2.72 -6.74  -0.08
163 C -3.18 3.67 -7.90  -0.28
164 O -3.73 3.23 -9.13  -0.15
165 C -5.13 3.05 -9.16  -0.28
166 C -5.93 4.31 -8.85  -0.08
167 H -3.03 1.73 -6.96  0.09
168 H -2.93 3.10 -5.84  0.05
169 H -4.49 2.61 -6.51  0.07
170 H -2.11 3.75 -8.08  0.11
171 H -3.54 4.67 -7.65  0.11
172 H -5.43 2.23 -8.49  0.11
173 H -5.35 2.72 -10.17  0.12
174 H -5.75 4.67 -7.84  0.06
175 H -7.00 4.10 -8.95  0.08
176 H -5.66 5.10 -9.54  0.08

## Properties
Molar mass in g/mol: 999.515
Energy relative to the best compared isomer or geometry (same formula, charge and spin) in eV: 0.000
Charge: +1
Max |F| in eV/A: 0.74
Gap between HOMO and LUMO in Eh: 0.3044
Electronic energy in eV: -93701.225
E_LUMO in eV: -2.4
HOMO energy in eV: -10.7

***

DFT (ωB97M-V/def2-TZVPD) results for an isolated molecule of C16H30N4O3.

Last column: natural (NBO) charge in e.
CARTESIAN COORDINATES (ANGSTROEM)
1 C -3.27 -0.85 -2.96  -0.62
2 C -1.95 -1.05 -2.24  -0.24
3 N -1.55 0.11 -1.44  -0.44
4 C -0.91 1.21 -2.16  -0.22
5 C 0.61 1.09 -2.24  -0.24
6 N 1.01 -0.05 -3.07  -0.85
7 C -1.41 0.15 -0.09  0.59
8 O -0.77 1.02 0.46  -0.58
9 C -2.22 -0.79 0.85  0.60
10 O -1.91 -0.83 2.03  -0.61
11 N -3.32 -1.42 0.39  -0.61
12 C -4.17 -2.13 1.34  -0.06
13 C -5.56 -2.39 0.78  -0.40
14 C -6.42 -3.05 1.86  -0.40
15 C -5.78 -4.33 2.40  -0.39
16 C -4.35 -4.09 2.89  -0.30
17 C -4.36 -3.34 4.22  0.68
18 O -5.18 -3.63 5.09  -0.65
19 N -3.41 -2.40 4.42  -0.64
20 C -3.32 -1.65 5.67  -0.05
21 C -2.61 -0.33 5.41  -0.61
22 C -2.63 -2.48 6.74  -0.61
23 C -3.53 -3.44 1.78  -0.42
24 H -3.55 -1.75 -3.50  0.22
25 H -4.09 -0.59 -2.29  0.20
26 H -3.20 -0.03 -3.69  0.21
27 H -1.96 -1.93 -1.61  0.21
28 H -1.15 -1.22 -2.96  0.24
29 H -1.33 1.23 -3.17  0.19
30 H -1.17 2.14 -1.67  0.23
31 H 1.01 2.05 -2.60  0.17
32 H 0.99 0.94 -1.23  0.22
33 H 0.94 0.18 -4.05  0.35
34 H 1.98 -0.29 -2.89  0.37
35 H -3.63 -1.31 -0.55  0.41
36 H -4.27 -1.48 2.21  0.21
37 H -6.01 -1.44 0.46  0.21
38 H -5.49 -3.04 -0.10  0.19
39 H -6.56 -2.35 2.69  0.21
40 H -7.41 -3.27 1.46  0.21
41 H -6.38 -4.73 3.22  0.24
42 H -5.75 -5.08 1.60  0.19
43 H -3.90 -5.06 3.14  0.24
44 H -2.81 -2.10 3.66  0.43
45 H -4.35 -1.46 5.99  0.21
46 H -2.54 0.24 6.33  0.21
47 H -1.60 -0.51 5.04  0.21
48 H -3.14 0.26 4.66  0.22
49 H -2.60 -1.94 7.69  0.21
50 H -3.15 -3.42 6.90  0.23
51 H -1.60 -2.70 6.44  0.20
52 H -3.50 -4.12 0.92  0.21
53 H -2.49 -3.27 2.08  0.23

## Properties
Molar mass in g/mol: 326.441
Energy relative to the best compared isomer or geometry (same formula, charge and spin) in eV: 0.540
Max |F| in eV/A: 0.31
Gap between HOMO and LUMO in Eh: 0.3597
SMILES: CCN(CCN)C(=O)C(=O)N[C@H]1CCC[C@H](C(=O)NC(C)C)C1
Electronic energy in eV: -29183.736
E_LUMO in eV: 0.6
HOMO energy in eV: -9.2

***

DFT (ωB97M-V/def2-TZVPD) results for a cluster of 2 separate species, C2H4O3S in total in a non-equilibrium geometry.

Last column: natural (NBO) charge in e.
CARTESIAN COORDINATES (ANGSTROEM)
1 C 1.29 0.07 0.04  0.63
2 C 0.61 -0.09 -1.28  0.25
3 O 2.39 -0.43 0.08  -0.58
4 O 0.72 0.87 0.89  -0.68
5 O 0.41 -1.33 -1.66  -0.61
6 S -2.12 0.57 0.90  -0.28
7 H -2.02 1.34 -0.15  0.14
8 H 1.18 1.16 1.82  0.53
9 H 0.65 -2.06 -0.93  0.47
10 H -3.11 -0.10 0.29  0.14

## Properties
Molar mass in g/mol: 108.118
Energy relative to the best compared isomer or geometry (same formula, charge and spin) in eV: 2.773
Max |F| in eV/A: 4.68
Gap between HOMO and LUMO in Eh: 0.3343
Electronic energy in eV: -19113.050
E_LUMO in eV: 0.1
HOMO energy in eV: -9.0

***

DFT (ωB97M-V/def2-TZVPD) results for a structure of composition C10H28BCuO6 in a non-equilibrium geometry.

Last column: natural (NBO) charge in e.
CARTESIAN COORDINATES (ANGSTROEM)
1 Cu 1.57 6.49 -10.06  0.86
2 C 0.93 4.96 -7.76  0.88
3 O 0.13 5.19 -8.74  -0.90
4 O 0.38 4.98 -6.57  -0.90
5 O 2.05 5.64 -7.81  -0.96
6 B -2.09 7.02 -10.00  -0.76
7 H -1.01 7.41 -9.79  -0.07
8 H -2.41 7.36 -11.10  -0.11
9 H -2.08 5.84 -9.99  0.01
10 H -2.87 7.42 -9.21  -0.04
11 C -0.01 10.01 -10.63  -0.65
12 C 1.39 9.91 -10.07  0.09
13 C 1.69 11.06 -9.10  -0.63
14 O 1.40 8.67 -9.34  -0.75
15 H -0.79 9.87 -9.87  0.24
16 H -0.23 9.19 -11.31  0.25
17 H -0.26 11.01 -10.99  0.17
18 H 2.15 9.81 -10.85  0.17
19 H 1.02 10.92 -8.25  0.21
20 H 1.48 12.05 -9.51  0.19
21 H 2.71 11.03 -8.71  0.20
22 H 0.67 8.67 -8.70  0.50
23 C 0.17 4.75 -13.73  -0.62
24 C 0.19 6.25 -13.45  0.10
25 C -0.92 7.04 -14.10  -0.64
26 O 0.29 6.44 -12.05  -0.79
27 H -0.71 4.25 -13.34  0.22
28 H 1.02 4.28 -13.23  0.21
29 H 0.33 4.54 -14.79  0.17
30 H 1.15 6.62 -13.85  0.14
31 H -1.87 6.54 -14.28  0.21
32 H -0.61 7.38 -15.09  0.19
33 H -1.17 7.98 -13.59  0.24
34 H -0.60 6.70 -11.73  0.55
35 C 4.25 5.28 -13.18  -0.63
36 C 3.85 5.23 -11.70  0.08
37 C 5.00 4.68 -10.87  -0.63
38 O 3.69 6.56 -11.19  -0.74
39 H 4.38 4.24 -13.51  0.20
40 H 5.21 5.78 -13.29  0.19
41 H 3.45 5.73 -13.77  0.22
42 H 2.93 4.69 -11.46  0.22
43 H 5.15 3.61 -11.04  0.20
44 H 4.85 4.88 -9.81  0.26
45 H 5.89 5.25 -11.16  0.17
46 H 4.55 6.98 -11.09  0.46

## Properties
Molar mass in g/mol: 318.686
Energy relative to the best compared isomer or geometry (same formula, charge and spin) in eV: 0.000
Charge: -2
Max |F| in eV/A: 8.29
Gap between HOMO and LUMO in Eh: 0.1142
Electronic energy in eV: -68420.506
E_LUMO in eV: 4.6
HOMO energy in eV: 1.5

***

DFT (ωB97M-V/def2-TZVPD) results for a structure of composition C42H38N4O4PdS2Sb2 in a non-equilibrium geometry.

Last column: Mulliken spin population.
CARTESIAN COORDINATES (ANGSTROEM)
1 Pd -1.06 0.99 -0.21  1.20
2 C -4.54 0.07 -4.58  -0.01
3 S -2.94 0.85 -4.91  0.02
4 C -2.41 1.15 -3.25  -0.11
5 S -2.28 -0.21 -2.19  0.85
6 N -2.09 2.37 -2.94  0.28
7 N -1.59 2.55 -1.68  0.07
8 C -1.43 3.78 -1.36  0.07
9 C -1.05 4.12 0.00  0.01
10 C -0.72 5.41 0.34  0.02
11 C -0.38 5.69 1.66  -0.01
12 C -0.41 4.66 2.58  0.02
13 C -0.75 3.38 2.15  0.00
14 N -1.07 3.11 0.89  0.09
15 H -4.96 -0.15 -5.56  0.00
16 H -5.20 0.76 -4.05  0.00
17 H -4.42 -0.86 -4.03  0.00
18 H -1.60 4.56 -2.11  0.01
19 H -0.71 6.19 -0.42  0.00
20 H -0.10 6.69 1.96  0.00
21 H -0.16 4.83 3.62  0.00
22 H -0.77 2.55 2.84  -0.01
23 C 2.32 -0.90 2.24  0.08
24 C 2.94 -1.75 1.12  -0.01
25 C 2.73 -1.17 -0.26  0.02
26 Sb 0.66 -1.23 -0.73  0.07
27 C 0.39 -3.32 -0.87  0.04
28 C -0.74 -3.96 -0.36  0.00
29 C -0.88 -5.34 -0.50  0.00
30 C 0.11 -6.07 -1.15  0.00
31 C 1.23 -5.43 -1.66  0.00
32 C 1.38 -4.06 -1.53  0.00
33 C 0.65 -0.71 -2.78  -0.01
34 C 0.99 0.58 -3.20  0.01
35 C 0.89 0.90 -4.55  0.01
36 C 0.45 -0.05 -5.47  0.03
37 C 0.10 -1.33 -5.05  -0.01
38 C 0.19 -1.66 -3.70  0.05
39 Sb 0.19 -0.51 2.16  -0.04
40 C -0.49 -2.47 2.61  -0.01
41 C 0.40 -3.54 2.79  0.00
42 C -0.09 -4.79 3.16  0.00
43 C -1.45 -4.98 3.35  0.00
44 C -2.33 -3.92 3.21  0.00
45 C -1.85 -2.67 2.85  0.00
46 C -2.78 0.20 1.05  0.56
47 C -3.42 -0.93 0.52  0.15
48 C -4.80 -0.95 0.49  -0.02
49 C -5.52 0.10 1.05  0.09
50 C -4.87 1.17 1.67  0.01
51 C -3.49 1.20 1.71  0.12
52 H 2.76 0.10 2.25  -0.01
53 H 2.47 -1.36 3.22  0.01
54 H 2.56 -2.78 1.15  0.00
55 H 4.02 -1.82 1.32  0.01
56 H 3.25 -1.74 -1.03  0.01
57 H 3.06 -0.14 -0.32  0.00
58 H -1.50 -3.41 0.17  0.00
59 H -1.75 -5.84 -0.10  0.00
60 H 0.00 -7.14 -1.26  0.00
61 H 2.00 -6.01 -2.17  0.00
62 H 2.26 -3.58 -1.94  0.00
63 H 1.32 1.33 -2.50  0.02
64 H 1.17 1.89 -4.88  0.00
65 H 0.37 0.21 -6.52  0.00
66 H -0.25 -2.06 -5.76  0.00
67 H -0.07 -2.66 -3.38  0.00
68 H 1.46 -3.41 2.67  0.00
69 H 0.60 -5.62 3.29  0.00
70 H -1.82 -5.96 3.64  0.00
71 H -3.39 -4.06 3.40  0.00
72 H -2.54 -1.84 2.78  0.02
73 H -2.86 -1.77 0.14  0.06
74 H -5.31 -1.80 0.04  0.01
75 H -6.60 0.06 1.05  0.00
76 H -5.44 1.96 2.14  0.00
77 H -2.99 2.01 2.22  0.02
78 O 1.37 3.25 -1.01  0.00
79 C 1.71 2.53 -0.08  0.02
80 O 1.07 1.45 0.34  0.15
81 C 2.93 2.86 0.74  0.00
82 C 4.05 3.38 0.09  0.00
83 C 5.20 3.67 0.82  0.00
84 C 5.18 3.46 2.18  0.00
85 C 4.08 2.96 2.85  0.00
86 C 2.95 2.64 2.11  0.00
87 N 6.40 3.80 2.97  0.00
88 O 6.30 3.80 4.19  0.00
89 O 7.41 4.07 2.35  0.00
90 H 4.02 3.55 -0.97  0.00
91 H 6.09 4.06 0.35  0.00
92 H 4.13 2.83 3.92  0.00
93 H 2.08 2.24 2.61  0.00

## Properties
Molar mass in g/mol: 1076.864
Spin multiplicity: 5
Energy relative to the best compared isomer or geometry (same formula, charge and spin) in eV: 2.958
Charge: +2
Max |F| in eV/A: 1.10
Gap between HOMO and LUMO (spin up / spin down) in Eh: 0.2606 / 0.1829
Electronic energy in eV: -96523.882
E_LUMO (spin up / spin down) in eV: -6.5 / -8.6
HOMO energy (spin up / spin down) in eV: -13.6 / -13.6

***

- Which value of electronic energy does entry 2 give?
  -29183.736 eV